C9H21ClN2O3P | ωB97M-V/def2-TZVPD

Results
Charge: +1
Kohn-Sham gap in eV: 8.59
HOMO level in eV: -12.3217
Largest force on an atom in eV/A: 1.199
Energy in eV: -40599.8895
Multiplicity: 1

Geometry as XYZ:
```
37
Properties=species:S:1:pos:R:3:nbo_charge:R:1
C -0.370 -3.447 0.304 -0.049
C -0.838 -1.551 -0.759 0.280
H 1.316 0.658 7.261 0.219
C 1.001 2.133 4.934 -0.626
C -0.059 1.452 5.784 0.090
H 1.973 2.825 -4.040 0.205
H -2.120 -3.562 -3.604 -0.047
C 0.851 0.643 -5.333 -0.630
H 0.544 1.137 -6.254 0.230
N -0.281 -2.063 0.326 -0.314
C 0.880 2.825 -4.082 -0.633
H 0.942 -0.454 5.937 0.185
H -0.513 2.183 6.453 0.185
H 0.464 -0.378 -5.344 0.199
C 0.357 1.401 -4.113 0.094
C -1.009 -3.756 -0.836 -0.028
Cl 0.420 -1.153 1.549 0.300
H 0.566 2.951 4.360 0.221
O -3.506 -1.752 -2.765 -1.001
P -2.174 -2.303 -2.997 1.661
C 0.522 0.310 6.600 -0.629
H -1.290 -1.434 -3.645 -0.045
H 1.689 0.682 -2.872 0.470
H -0.774 0.332 4.356 0.441
H 0.511 3.352 -3.203 0.223
O -1.133 0.986 4.964 -0.710
H -0.735 1.416 -4.108 0.173
H 1.435 1.417 4.226 0.178
H -1.284 -4.727 -1.220 0.268
H -0.894 -0.502 -1.024 0.290
H 1.943 0.583 -5.326 0.208
H 0.573 3.375 -4.971 0.227
N -1.308 -2.568 -1.488 -0.598
H 1.810 2.531 5.548 0.221
H 0.019 -4.085 1.082 0.277
O 0.726 0.707 -2.907 -0.760
H -0.252 -0.161 7.205 0.225
```